(1)
Density functional theory data (wB97M-V/def2-TZVPD) for a structure of composition C8H23N5O4Rb in a non-equilibrium geometry.

Orbital gap (spin up / spin down) in eV: 9.340 / 4.008
Relative energy (zero: lowest compared OMol25 entry of this formula, charge and spin) in kcal/mol: 4.03
<S²>: 0.75
2S+1: 2
Charge: +2

Geometry as XYZ:
```
41
Properties=species:S:1:pos:R:3:mulliken_spin:R:1
Rb -2.558 0.732 -0.986 0.00
C -2.520 -2.488 -3.041 0.00
O -2.236 -2.132 -1.711 0.00
C -1.025 -2.708 -1.091 0.07
C -1.303 -2.705 0.348 0.01
N -0.517 -1.617 0.889 0.80
C 0.719 -2.006 1.588 0.00
C 1.303 -0.902 2.465 0.00
O 0.486 -0.545 3.650 0.01
C 0.740 0.702 4.226 0.00
H -1.600 -2.537 -3.624 0.00
H -3.095 -1.799 -3.661 0.00
H -2.924 -3.499 -2.984 0.00
H -0.132 -2.173 -1.413 0.00
H -0.862 -3.743 -1.391 0.01
H -0.998 -3.671 0.751 0.01
H -2.363 -2.831 0.568 0.01
H -1.035 -0.891 1.363 -0.03
H 1.479 -2.395 0.912 0.02
H 0.549 -2.762 2.354 0.06
H 1.606 -0.040 1.870 0.00
H 2.132 -1.396 2.971 0.00
H 0.694 1.575 3.575 0.00
H 1.718 0.724 4.706 0.00
H 0.029 0.847 5.039 0.00
C 1.178 0.596 -1.922 0.00
O -0.007 0.879 -2.117 0.00
N 2.165 0.900 -2.674 0.00
N 1.573 0.088 -0.769 0.01
H 2.028 1.326 -3.580 0.00
H 3.098 0.740 -2.322 0.00
H 2.504 -0.299 -0.711 0.00
H 0.862 -0.155 -0.094 0.00
C -0.566 3.985 -0.340 0.00
O -1.626 3.342 -0.279 0.00
N -0.484 5.099 0.296 0.00
N 0.463 3.647 -1.025 0.00
H 0.239 5.792 0.164 0.00
H -1.410 5.327 0.626 0.00
H 0.482 2.707 -1.395 0.00
H 1.215 4.288 -1.233 0.00
```

=====

(2)
Density functional theory data (wB97M-V/def2-TZVPD) for a structure of composition C27H39BBrHgN7O4.

Orbital gap (spin up / spin down) in eV: 7.123 / 8.067
Relative energy (zero: lowest compared OMol25 entry of this formula, charge and spin) in kcal/mol: 0.00
<S²>: 0.75
2S+1: 2
Charge: -1

Geometry as XYZ:
```
80
Properties=species:S:1:pos:R:3:mulliken_spin:R:1
Hg -0.586 0.029 0.697 0.70
C 1.034 -0.595 -4.091 0.00
C 0.573 -1.090 -2.723 0.00
C 0.017 -2.516 -2.806 0.00
C 1.683 -1.040 -1.718 -0.05
C 3.037 -1.384 -1.888 0.00
C 3.587 -1.255 -0.631 0.00
N 2.627 -0.854 0.218 -0.01
N 1.462 -0.720 -0.448 0.07
B 2.732 -0.732 1.757 0.01
N 1.861 -1.792 2.442 0.01
C 2.240 -2.641 3.414 0.00
C 1.159 -3.428 3.745 0.00
C 0.128 -2.979 2.899 -0.02
N 0.568 -1.997 2.125 0.08
C -1.295 -3.455 2.811 0.00
C -2.250 -2.424 3.416 0.00
C -1.687 -3.780 1.371 0.00
N 2.325 0.689 2.234 0.01
C 3.102 1.782 2.200 0.00
C 2.392 2.835 2.742 0.01
C 1.149 2.267 3.097 0.02
N 1.125 0.978 2.779 0.02
C -0.026 2.936 3.758 -0.04
C -0.244 4.342 3.195 0.00
C -1.298 2.105 3.637 0.05
H 0.205 -0.631 -4.798 0.00
H 1.839 -1.221 -4.487 0.00
H 1.382 0.437 -4.041 0.00
H -0.226 -0.432 -2.372 0.04
H 0.792 -3.211 -3.139 0.00
H -0.818 -2.565 -3.509 0.00
H -0.337 -2.849 -1.829 0.00
H 3.535 -1.683 -2.794 0.00
H 4.589 -1.427 -0.274 0.00
H 3.887 -0.927 2.054 0.00
H 3.251 -2.627 3.787 0.00
H 1.115 -4.218 4.476 0.00
H -1.357 -4.373 3.405 0.00
H -2.207 -1.494 2.843 0.04
H -1.982 -2.195 4.449 0.00
H -3.280 -2.790 3.396 0.00
H -1.640 -2.880 0.754 0.04
H -2.708 -4.165 1.325 0.00
H -1.015 -4.521 0.935 0.00
H 4.105 1.734 1.805 0.00
H 2.731 3.847 2.883 0.00
H 0.216 3.034 4.824 0.00
H -0.481 4.283 2.131 0.00
H 0.642 4.968 3.314 0.00
H -1.074 4.834 3.706 0.00
H -1.602 2.030 2.590 0.02
H -2.111 2.576 4.194 0.00
H -1.151 1.092 4.010 -0.02
O -3.414 -0.032 -1.703 0.00
C -3.386 -0.646 -2.881 0.00
C -2.664 -0.156 -3.981 0.00
C -2.717 -0.871 -5.156 0.00
N -3.411 -2.005 -5.332 0.00
C -4.062 -2.436 -4.279 0.00
Br -5.029 -4.075 -4.503 0.00
C -4.109 -1.829 -3.039 0.00
H -2.660 0.633 -1.644 -0.02
H -2.081 0.754 -3.887 0.00
H -2.169 -0.524 -6.026 0.00
H -4.662 -2.250 -2.213 0.00
C 1.869 2.646 -1.773 0.00
C 0.502 2.948 -1.172 0.01
C 0.200 4.443 -1.228 0.00
O 0.452 2.509 0.185 -0.02
C -0.595 2.200 -1.961 0.00
O -0.695 2.454 -3.163 0.01
O -1.339 1.403 -1.301 0.04
H 2.639 3.224 -1.253 0.00
H 1.877 2.916 -2.828 0.00
H 2.106 1.586 -1.673 0.00
H 0.972 4.997 -0.685 0.00
H -0.766 4.646 -0.765 0.00
H 0.174 4.782 -2.263 0.00
H 1.255 2.777 0.653 0.00
```

=====

(3)
Density functional theory data (wB97M-V/def2-TZVPD) for a cluster of 14 separate species, C21H40BrCl26N2O3 in total in a non-equilibrium geometry.

Orbital gap in eV: 6.858
Charge: -1

Geometry as XYZ:
```
93
Properties=species:S:1:pos:R:3:lowdin_charge:R:1
C -2.465 -0.980 4.474 -0.14
C -3.090 -2.356 4.271 -0.26
C -2.044 -3.383 3.758 -0.22
N -0.737 -2.759 3.601 -0.07
N 0.102 -3.449 2.669 -0.06
C 0.904 -2.559 1.854 -0.66
Br 2.606 -3.562 1.510 0.69
C 0.335 -2.270 0.468 -0.19
C -1.026 -1.620 0.600 -0.31
C -1.551 -0.968 -0.788 -0.07
O -1.050 -0.295 0.534 -0.15
C 1.311 -1.187 2.527 -0.75
O 2.533 -0.979 2.725 -0.17
O 0.428 -0.362 2.763 -0.01
H -1.741 -1.005 5.282 0.08
H -3.224 -0.257 4.774 -0.02
H -2.026 -0.599 3.558 0.05
H -3.523 -2.702 5.206 0.06
H -3.941 -2.271 3.587 0.04
H -2.429 -3.803 2.829 0.08
H -1.997 -4.198 4.490 0.11
H -0.281 -2.873 4.497 0.12
H -0.427 -4.067 2.066 0.10
H 0.918 -1.542 -0.075 0.03
H 0.157 -3.188 -0.088 0.12
H -1.760 -2.103 1.217 0.13
H -2.527 -1.537 -0.607 0.07
H -2.102 -0.041 -0.969 0.08
C 0.839 -0.045 -3.266 -1.03
Cl 1.900 -0.980 -2.214 0.56
Cl -0.454 -1.072 -3.893 0.50
H 0.390 0.761 -2.696 0.00
H 1.431 0.348 -4.086 -0.08
C 3.694 -1.252 -5.426 -0.98
Cl 3.365 0.482 -5.354 0.56
Cl 4.258 -1.742 -7.034 0.55
H 4.462 -1.491 -4.700 0.03
H 2.782 -1.790 -5.195 0.02
C 2.547 -3.030 -9.833 -1.09
Cl 2.622 -4.794 -9.728 0.49
Cl 0.873 -2.461 -9.943 0.50
H 3.003 -2.607 -8.946 -0.08
H 3.084 -2.707 -10.715 -0.06
C 2.092 1.075 1.384 -0.96
Cl 3.824 0.839 1.088 0.53
Cl 1.228 1.489 -0.108 0.55
H 1.677 0.153 1.786 -0.06
H 1.967 1.880 2.097 0.04
C -2.462 2.453 3.786 -0.98
Cl -3.592 2.052 5.090 0.53
Cl -3.163 2.115 2.202 0.50
H -2.220 3.507 3.847 0.02
H -1.565 1.852 3.904 0.03
C -6.423 1.799 -0.389 -1.08
Cl -4.739 1.273 -0.336 0.51
Cl -7.451 0.807 0.658 0.50
H -6.476 2.828 -0.057 0.01
H -6.780 1.714 -1.404 -0.04
C -6.528 -4.686 3.451 -1.01
Cl -5.515 -3.953 2.206 0.55
Cl -5.759 -4.612 5.038 0.53
H -7.470 -4.151 3.496 0.02
H -6.701 -5.724 3.192 0.02
C 5.845 0.538 4.435 -1.00
Cl 5.770 2.289 4.707 0.49
Cl 7.512 -0.050 4.496 0.49
H 5.268 0.039 5.205 0.03
H 5.427 0.317 3.459 -0.01
C 5.644 -3.311 -12.262 -1.00
Cl 5.431 -2.289 -10.830 0.56
Cl 5.693 -5.025 -11.850 0.51
H 4.815 -3.137 -12.938 0.03
H 6.579 -3.042 -12.739 0.02
C -8.611 4.458 -2.802 -0.98
Cl -6.925 3.923 -2.747 0.60
Cl -9.635 3.469 -1.758 0.53
H -8.660 5.488 -2.468 0.03
H -8.968 4.379 -3.822 0.03
C -5.028 6.002 -4.871 -1.05
Cl -5.627 7.518 -5.565 0.49
Cl -4.519 4.867 -6.125 0.51
H -4.181 6.221 -4.233 0.03
H -5.826 5.545 -4.296 -0.07
C 6.074 2.113 8.604 -1.04
Cl 5.848 2.959 10.142 0.49
Cl 6.054 0.358 8.821 0.50
H 5.271 2.392 7.932 0.01
H 7.028 2.403 8.182 0.02
C 7.817 5.541 3.685 -1.04
Cl 9.131 6.198 2.700 0.49
Cl 7.931 6.093 5.363 0.49
H 6.872 5.870 3.272 0.03
H 7.874 4.459 3.667 0.00
```

=====

(4)
Density functional theory data (wB97M-V/def2-TZVPD) for a structure of composition C11H25IN2O2S in a non-equilibrium geometry.

Orbital gap in eV: 3.962
Relative energy (zero: lowest compared OMol25 entry of this formula, charge and spin) in kcal/mol: 19.32

Geometry as XYZ:
```
42
Properties=species:S:1:pos:R:3:nbo_charge:R:1
C 1.149 -2.157 -1.875 -0.63
C 0.328 -1.194 -2.767 -0.51
S 0.662 0.598 -2.530 0.18
C 1.733 0.852 -1.078 -0.58
C 1.220 1.967 -0.096 0.09
C 0.871 3.203 -0.995 -0.62
C -0.082 1.610 0.623 -0.27
N 0.071 0.658 1.770 -0.07
O -0.142 -0.644 1.307 -0.36
C -1.534 -1.038 1.419 -0.15
C -1.873 -2.003 0.230 0.05
C -3.323 -1.648 -0.305 -0.73
O -1.763 -3.370 0.582 -0.70
C 1.330 0.826 2.559 -0.25
C 2.549 1.318 1.765 -0.25
N 2.264 2.430 0.842 -0.61
H 0.721 -3.167 -1.970 0.24
H 1.027 -1.869 -0.819 0.20
H 2.211 -2.105 -2.149 0.21
H 0.585 -1.416 -3.818 0.23
H -0.755 -1.370 -2.678 0.23
H 2.707 1.219 -1.458 0.22
H 1.957 -0.060 -0.505 0.23
H 1.664 3.422 -1.721 0.23
H 0.687 4.067 -0.330 0.22
H -0.095 3.028 -1.501 0.24
H -0.606 2.515 0.982 0.24
H -0.753 1.183 -0.145 0.28
H -0.702 0.864 2.414 0.43
H -1.683 -1.626 2.346 0.20
H -2.243 -0.197 1.333 0.20
H -1.163 -1.747 -0.569 0.18
H -3.971 -2.573 -0.552 0.28
H -3.914 -1.086 0.440 0.20
H -3.284 -1.005 -1.192 0.23
H -2.275 -3.494 1.394 0.46
H 1.585 -0.161 2.980 0.26
H 1.082 1.462 3.423 0.23
H 3.263 1.704 2.517 0.23
H 3.082 0.474 1.286 0.19
H 3.081 2.581 0.250 0.37
I -5.669 -2.051 -1.412 -0.83
```

=====

(5)
Density functional theory data (wB97M-V/def2-TZVPD) for a structure of composition C48H57AuN4OP2SSi.

Orbital gap (spin up / spin down) in eV: 7.155 / 5.946
Relative energy (zero: lowest compared OMol25 entry of this formula, charge and spin) in kcal/mol: 21.53
<S²>: 2.01
2S+1: 3
Charge: +2

Geometry as XYZ:
```
115
Properties=species:S:1:pos:R:3:mulliken_spin:R:1
Au 0.392 -0.163 -0.391 0.29
C 3.722 -1.368 -1.004 0.01
Si 2.759 -0.010 -0.173 0.46
C 3.152 1.617 -1.019 -0.02
C 4.377 2.259 -0.789 -0.02
C 4.732 3.395 -1.501 0.00
C 3.877 3.901 -2.478 0.00
C 2.669 3.275 -2.727 -0.01
C 2.294 2.152 -1.978 0.01
P 0.716 1.337 -2.336 0.20
C 0.876 0.870 -4.078 0.02
C -0.101 1.123 -5.040 0.03
C 0.103 0.723 -6.355 -0.01
C 1.268 0.059 -6.712 0.03
C 2.241 -0.203 -5.755 -0.01
C 2.046 0.197 -4.443 0.02
C -0.615 2.552 -2.169 0.05
C -1.910 2.163 -2.530 0.01
C -2.974 3.034 -2.361 0.00
C -2.766 4.284 -1.782 0.02
C -1.493 4.657 -1.383 -0.01
C -0.415 3.798 -1.580 0.01
C 3.230 0.116 1.631 -0.10
C 4.519 -0.292 2.003 0.02
C 4.968 -0.176 3.311 0.01
C 4.129 0.350 4.284 0.01
C 2.843 0.746 3.952 0.01
C 2.387 0.637 2.633 0.02
P 0.685 1.241 2.304 0.30
C -0.191 0.829 3.825 0.02
C -0.567 1.756 4.792 0.01
C -1.149 1.316 5.977 -0.01
C -1.343 -0.040 6.203 0.01
C -0.969 -0.968 5.237 0.00
C -0.402 -0.535 4.047 0.00
C 0.803 3.022 2.062 0.11
C 2.022 3.565 1.639 0.01
C 2.129 4.924 1.380 -0.02
C 1.027 5.754 1.548 0.04
C -0.187 5.223 1.968 -0.01
C -0.308 3.864 2.211 0.03
H 4.729 -1.017 -1.267 0.01
H 3.221 -1.679 -1.926 0.00
H 3.826 -2.248 -0.356 0.00
H 5.063 1.864 -0.044 0.00
H 5.683 3.879 -1.309 0.00
H 4.161 4.777 -3.049 0.00
H 2.012 3.659 -3.501 0.00
H -1.000 1.664 -4.785 0.01
H -0.649 0.943 -7.104 0.00
H 1.421 -0.251 -7.738 0.00
H 3.157 -0.710 -6.034 0.00
H 2.816 0.005 -3.704 0.01
H -2.083 1.173 -2.942 0.02
H -3.970 2.749 -2.684 0.00
H -3.600 4.964 -1.646 0.00
H -1.329 5.625 -0.925 0.00
H 0.573 4.096 -1.252 0.00
H 5.187 -0.709 1.252 0.00
H 5.969 -0.500 3.573 0.00
H 4.472 0.448 5.308 0.00
H 2.201 1.147 4.726 0.00
H -0.394 2.813 4.638 0.00
H -1.436 2.038 6.732 0.00
H -1.778 -0.375 7.138 0.00
H -1.111 -2.028 5.416 0.00
H -0.103 -1.259 3.291 0.02
H 2.888 2.931 1.514 0.01
H 3.080 5.336 1.063 0.00
H 1.116 6.817 1.355 0.00
H -1.045 5.871 2.103 0.00
H -1.263 3.458 2.514 0.00
C -2.546 -4.111 -1.472 0.00
N -1.239 -4.242 -0.844 0.00
C -0.559 -3.204 -0.314 -0.01
N 0.677 -3.474 0.178 0.01
O -1.036 -2.043 -0.250 0.00
H -3.282 -4.738 -0.971 0.00
H -2.500 -4.389 -2.526 0.00
H -2.849 -3.076 -1.396 0.00
H -0.798 -5.144 -0.864 0.00
H 1.108 -4.376 0.087 0.00
H 1.232 -2.707 0.515 0.02
C -6.052 -0.018 -3.846 0.00
C -6.128 0.109 -2.329 0.00
C -5.248 -0.914 -1.617 0.00
C -5.180 -0.686 -0.109 0.01
N -4.116 0.296 0.188 0.01
C -3.144 0.245 1.095 -0.02
S -1.700 1.166 0.726 0.32
N -3.298 -0.334 2.274 0.01
C -4.569 -0.572 3.005 0.00
C -4.497 -1.724 4.000 0.00
C -4.525 -3.139 3.422 0.00
C -3.279 -3.551 2.635 0.00
H -6.657 0.744 -4.339 0.00
H -6.415 -0.995 -4.175 0.00
H -5.021 0.092 -4.200 0.00
H -7.161 -0.025 -1.997 0.00
H -5.840 1.124 -2.028 0.00
H -4.232 -0.872 -2.027 0.00
H -5.628 -1.921 -1.812 0.00
H -4.967 -1.610 0.421 0.00
H -6.139 -0.299 0.241 0.00
H -3.922 0.943 -0.564 0.01
H -2.476 -0.303 2.860 0.00
H -5.378 -0.727 2.304 0.00
H -4.794 0.347 3.550 0.00
H -5.356 -1.601 4.662 0.00
H -3.606 -1.596 4.626 0.00
H -5.420 -3.256 2.800 0.00
H -4.647 -3.829 4.257 0.00
H -3.139 -2.962 1.727 0.00
H -3.341 -4.603 2.347 0.00
H -2.375 -3.430 3.247 0.00
```

=====

(6)
Density functional theory data (wB97M-V/def2-TZVPD) for the molecule CH5O2PS2 in a non-equilibrium geometry.

Orbital gap in eV: 8.920
Relative energy (zero: lowest compared OMol25 entry of this formula, charge and spin) in kcal/mol: 56.85
SMILES: OC(O)P(S)S

Geometry as XYZ:
```
11
Properties=species:S:1:pos:R:3:nbo_charge:R:1
O -1.281 -0.713 1.219 -0.74
C -0.863 -0.234 -0.037 0.25
O -1.823 0.703 -0.412 -0.72
P 1.038 0.739 0.054 0.42
S 1.256 0.817 -2.060 -0.31
S 1.898 -1.079 0.684 -0.37
H -0.778 -1.479 1.544 0.50
H -0.518 -1.028 -0.808 0.15
H -2.523 0.754 0.151 0.49
H 0.649 1.996 -1.823 0.15
H 2.944 -0.477 1.488 0.19
```